No. 1
{"formula": "C30H80B5F20N5O10", "method": "the ωB97M-V functional and the def2-TZVPD basis", "total_charge": 0, "homo_lumo_gap_ev": 8.34, "energy_ev": -118088.71490, "species": ["C", "O", "C", "C", "N", "H", "H", "C", "C", "O", "C", "H", "H", "H", "H", "H", "H", "H", "H", "H", "H", "H", "H", "H", "H", "C", "O", "C", "C", "N", "H", "H", "C", "C", "O", "C", "H", "H", "H", "H", "H", "H", "H", "H", "H", "H", "H", "H", "H", "H", "C", "O", "C", "C", "N", "H", "H", "C", "C", "O", "C", "H", "H", "H", "H", "H", "H", "H", "H", "H", "H", "H", "H", "H", "H", "C", "O", "C", "C", "N", "H", "H", "C", "C", "O", "C", "H", "H", "H", "H", "H", "H", "H", "H", "H", "H", "H", "H", "H", "H", "C", "O", "C", "C", "N", "H", "H", "C", "C", "O", "C", "H", "H", "H", "H", "H", "H", "H", "H", "H", "H", "H", "H", "H", "H", "B", "F", "F", "F", "F", "B", "F", "F", "F", "F", "B", "F", "F", "F", "F", "B", "F", "F", "F", "F", "B", "F", "F", "F", "F"], "positions_angstrom": [[-24.451, 14.609, 18.008], [-23.267, 13.901, 18.322], [-22.463, 13.697, 17.166], [-21.414, 12.703, 17.616], [-21.978, 11.600, 18.478], [-21.275, 11.246, 19.130], [-22.643, 12.003, 19.150], [-22.553, 10.381, 17.769], [-22.758, 9.313, 18.835], [-23.384, 9.942, 19.917], [-23.688, 9.086, 21.018], [-25.111, 14.674, 18.873], [-24.995, 14.039, 17.248], [-24.253, 15.644, 17.723], [-21.900, 14.584, 16.877], [-23.136, 13.300, 16.401], [-20.667, 13.209, 18.230], [-20.761, 12.270, 16.860], [-21.819, 10.027, 17.054], [-23.487, 10.833, 17.448], [-21.888, 8.686, 19.065], [-23.430, 8.558, 18.397], [-24.525, 9.533, 21.548], [-22.822, 9.056, 21.684], [-23.943, 8.092, 20.648], [-15.747, 18.142, 16.033], [-14.711, 17.471, 15.321], [-15.204, 16.527, 14.396], [-14.164, 15.462, 14.164], [-12.850, 16.151, 13.768], [-12.944, 17.154, 13.958], [-12.083, 15.820, 14.351], [-12.346, 15.857, 12.349], [-13.159, 16.661, 11.356], [-14.428, 16.019, 11.273], [-15.261, 16.649, 10.319], [-16.162, 17.506, 16.814], [-16.506, 18.539, 15.354], [-15.313, 18.990, 16.561], [-15.380, 17.072, 13.462], [-16.111, 16.048, 14.771], [-14.312, 14.748, 13.364], [-13.993, 14.940, 15.104], [-12.426, 14.781, 12.240], [-11.321, 16.224, 12.346], [-12.687, 16.561, 10.373], [-13.342, 17.689, 11.679], [-15.173, 17.738, 10.245], [-16.317, 16.520, 10.553], [-15.065, 16.226, 9.331], [-21.720, 17.647, 18.062], [-20.529, 17.935, 18.760], [-19.391, 17.251, 18.262], [-18.274, 17.231, 19.290], [-18.893, 17.087, 20.658], [-19.631, 17.791, 20.746], [-19.424, 16.206, 20.553], [-18.012, 16.943, 21.905], [-18.178, 18.126, 22.826], [-19.507, 18.470, 23.158], [-19.999, 17.702, 24.247], [-22.491, 17.529, 18.825], [-21.657, 16.684, 17.542], [-21.931, 18.403, 17.302], [-19.052, 17.649, 17.305], [-19.677, 16.194, 18.177], [-17.756, 18.189, 19.303], [-17.609, 16.383, 19.164], [-16.992, 16.856, 21.530], [-18.321, 15.992, 22.317], [-17.757, 19.011, 22.336], [-17.541, 18.092, 23.714], [-20.093, 16.662, 23.910], [-20.998, 18.083, 24.465], [-19.385, 17.652, 25.149], [-15.884, 10.408, 24.909], [-16.867, 10.557, 23.882], [-18.079, 11.081, 24.376], [-18.967, 11.380, 23.186], [-18.357, 12.200, 22.085], [-17.950, 11.553, 21.401], [-19.104, 12.654, 21.573], [-17.267, 13.175, 22.461], [-16.558, 13.466, 21.127], [-16.313, 12.300, 20.381], [-16.559, 12.533, 18.995], [-16.195, 9.590, 25.569], [-15.813, 11.326, 25.493], [-14.973, 10.114, 24.398], [-17.840, 12.010, 24.903], [-18.621, 10.378, 25.012], [-19.907, 11.876, 23.422], [-19.271, 10.399, 22.809], [-16.550, 12.653, 23.086], [-17.727, 13.971, 23.033], [-15.654, 14.053, 21.301], [-17.204, 14.185, 20.604], [-16.437, 11.605, 18.421], [-15.870, 13.229, 18.521], [-17.636, 12.682, 18.889], [-18.116, 16.527, 30.965], [-18.484, 17.889, 31.078], [-19.858, 18.094, 31.349], [-20.591, 18.301, 30.038], [-19.863, 19.299, 29.206], [-19.894, 20.260, 29.554], [-18.909, 18.961, 29.054], [-20.511, 19.472, 27.840], [-19.763, 20.612, 27.160], [-19.828, 21.766, 27.965], [-18.613, 22.452, 28.175], [-18.599, 16.068, 30.102], [-18.281, 16.009, 31.921], [-17.038, 16.417, 30.851], [-19.901, 18.962, 32.012], [-20.225, 17.223, 31.901], [-21.559, 18.786, 30.197], [-20.839, 17.367, 29.541], [-21.560, 19.659, 28.056], [-20.290, 18.550, 27.305], [-20.339, 20.832, 26.255], [-18.761, 20.240, 26.932], [-17.820, 21.870, 28.642], [-18.835, 23.318, 28.805], [-18.263, 22.972, 27.277], [-20.552, 14.253, 20.891], [-21.010, 12.912, 20.857], [-21.565, 15.128, 20.464], [-20.086, 14.536, 22.179], [-19.476, 14.373, 19.995], [-18.419, 14.562, 15.962], [-17.589, 15.378, 16.769], [-19.571, 15.252, 15.514], [-17.697, 14.122, 14.833], [-18.856, 13.448, 16.698], [-17.221, 17.824, 27.708], [-17.136, 19.109, 28.348], [-16.102, 17.111, 28.129], [-18.418, 17.093, 28.084], [-17.335, 17.992, 26.352], [-15.809, 15.153, 24.404], [-17.167, 15.510, 24.186], [-15.108, 15.210, 23.169], [-15.315, 16.097, 25.291], [-15.766, 13.859, 24.971], [-14.996, 18.586, 19.782], [-14.899, 17.256, 20.198], [-15.865, 19.294, 20.662], [-13.756, 19.250, 19.784], [-15.599, 18.630, 18.490]], "lowdin_charge": [-0.084, -0.204, -0.164, -0.081, 0.045, 0.162, 0.153, -0.052, -0.232, -0.194, -0.059, 0.093, 0.088, 0.089, 0.122, 0.126, 0.112, 0.131, 0.139, 0.141, 0.136, 0.131, 0.095, 0.093, 0.091, -0.072, -0.183, -0.205, -0.057, 0.072, 0.165, 0.173, -0.069, -0.196, -0.210, -0.097, 0.083, 0.098, 0.091, 0.126, 0.122, 0.123, 0.144, 0.139, 0.135, 0.137, 0.137, 0.093, 0.096, 0.092, -0.089, -0.180, -0.186, -0.070, 0.085, 0.165, 0.109, -0.055, -0.189, -0.174, -0.090, 0.091, 0.068, 0.092, 0.137, 0.107, 0.124, 0.131, 0.130, 0.087, 0.127, 0.134, 0.082, 0.083, 0.074, -0.067, -0.206, -0.217, -0.083, 0.078, 0.162, 0.103, -0.058, -0.187, -0.176, -0.076, 0.086, 0.088, 0.094, 0.131, 0.131, 0.133, 0.127, 0.116, 0.112, 0.134, 0.108, 0.087, 0.102, 0.074, -0.090, -0.187, -0.196, -0.106, 0.063, 0.172, 0.116, -0.072, -0.189, -0.188, -0.093, 0.087, 0.088, 0.101, 0.128, 0.125, 0.130, 0.139, 0.132, 0.123, 0.138, 0.129, 0.092, 0.087, 0.095, -1.275, 0.107, 0.140, 0.148, 0.120, -1.246, 0.098, 0.083, 0.084, 0.092, -1.232, 0.067, 0.135, 0.053, 0.153, -1.238, 0.073, 0.098, 0.138, 0.092, -1.220, 0.108, 0.072, 0.093, 0.035]}



No. 2
{"formula": "C30H80NbO10", "method": "the ωB97M-V functional and the def2-TZVPD basis", "total_charge": -1, "homo_lumo_gap_ev": 6.88, "energy_ev": -54422.71437, "species": ["C", "C", "C", "C", "C", "C", "C", "C", "C", "C", "C", "Nb", "C", "C", "C", "O", "O", "H", "H", "H", "H", "H", "H", "H", "H", "H", "H", "H", "H", "H", "H", "H", "H", "H", "H", "H", "H", "H", "H", "H", "H", "H", "H", "H", "H", "H", "H", "H", "H", "C", "C", "O", "H", "H", "H", "H", "H", "H", "C", "C", "O", "H", "H", "H", "H", "H", "H", "C", "C", "O", "H", "H", "H", "H", "H", "H", "C", "C", "O", "H", "H", "H", "H", "H", "H", "C", "C", "O", "H", "H", "H", "H", "H", "H", "C", "C", "O", "H", "H", "H", "H", "H", "H", "C", "C", "O", "H", "H", "H", "H", "H", "H", "C", "C", "O", "H", "H", "H", "H", "H", "H"], "positions_angstrom": [[1.571, -0.875, 0.321], [2.220, 0.477, -0.273], [1.568, 1.793, 0.422], [1.306, 2.909, -0.703], [1.324, 4.399, -0.101], [0.086, 5.276, -0.644], [-1.218, 4.704, 0.149], [-2.215, 4.107, -0.959], [-3.673, 3.890, -0.349], [-3.921, 2.452, 0.318], [-2.627, 1.773, 0.979], [-3.130, -0.429, 1.369], [-2.375, -1.128, -0.664], [-2.474, -0.048, -1.840], [-1.876, -0.763, -3.157], [-2.541, -1.094, -4.144], [-0.470, -1.046, -3.086], [1.606, -1.673, -0.484], [2.230, -1.207, 1.181], [0.508, -0.712, 0.703], [3.326, 0.481, 0.013], [2.117, 0.509, -1.415], [0.535, 1.452, 0.773], [2.217, 2.174, 1.286], [1.995, 2.803, -1.609], [0.233, 2.729, -1.076], [2.339, 4.867, -0.314], [1.206, 4.366, 1.051], [0.189, 6.389, -0.385], [-0.057, 5.128, -1.770], [-1.697, 5.492, 0.809], [-0.874, 3.849, 0.835], [-2.285, 4.846, -1.819], [-1.835, 3.102, -1.360], [-4.002, 4.722, 0.371], [-4.408, 3.972, -1.234], [-4.671, 2.617, 1.174], [-4.420, 1.695, -0.378], [-1.694, 1.776, 0.328], [-2.327, 2.228, 1.988], [-4.856, -0.201, 0.783], [-3.624, -2.159, 1.778], [-1.440, -0.754, 2.031], [-3.701, 0.053, 3.035], [-3.055, -2.006, -0.978], [-1.323, -1.590, -0.609], [-1.793, 0.866, -1.683], [-3.515, 0.344, -2.043], [-0.096, -0.466, -2.387], [-0.730, -0.594, -7.210], [0.781, -0.601, -7.100], [1.188, 0.022, -5.886], [-1.111, 0.430, -7.180], [-1.058, -1.065, -8.140], [-1.179, -1.127, -6.367], [1.230, -0.050, -7.929], [1.169, -1.625, -7.117], [0.795, -0.476, -5.155], [-0.920, 3.185, -6.354], [-0.475, 4.204, -5.324], [-0.814, 3.764, -4.016], [-2.000, 3.024, -6.292], [-0.670, 3.516, -7.366], [-0.442, 2.218, -6.172], [-0.970, 5.163, -5.495], [0.607, 4.361, -5.374], [-0.366, 2.921, -3.867], [0.092, -5.559, 0.999], [0.697, -4.412, 0.214], [1.909, -3.980, 0.824], [-0.107, -5.257, 2.028], [-0.842, -5.894, 0.542], [0.786, -6.405, 1.043], [0.011, -3.563, 0.190], [0.910, -4.713, -0.818], [2.514, -4.730, 0.835], [5.206, -1.603, -2.746], [5.676, -0.598, -1.713], [5.343, -1.045, -0.404], [4.125, -1.748, -2.675], [5.451, -1.268, -3.757], [5.671, -2.579, -2.577], [5.193, 0.368, -1.872], [6.761, -0.457, -1.772], [5.780, -1.894, -0.266], [-2.657, -8.613, 3.705], [-2.045, -7.465, 2.927], [-0.834, -7.042, 3.542], [-2.859, -8.313, 4.736], [-3.592, -8.943, 3.244], [-1.968, -9.462, 3.748], [-2.726, -6.612, 2.904], [-1.830, -7.763, 1.895], [-0.233, -7.796, 3.551], [6.213, -0.436, 2.684], [6.249, -1.564, 3.697], [7.515, -1.604, 4.349], [7.001, -0.565, 1.939], [5.248, -0.400, 2.175], [6.390, 0.527, 3.172], [6.093, -2.525, 3.204], [5.468, -1.434, 4.453], [7.642, -0.756, 4.790], [2.304, 6.937, 3.703], [1.395, 5.776, 4.059], [1.812, 4.598, 3.380], [2.293, 7.115, 2.625], [1.990, 7.850, 4.215], [3.339, 6.717, 3.981], [0.367, 5.990, 3.761], [1.410, 5.585, 5.137], [2.718, 4.409, 3.654], [-6.689, -3.774, 5.105], [-6.130, -2.605, 4.316], [-4.948, -2.114, 4.931], [-6.912, -3.471, 6.132], [-7.603, -4.156, 4.643], [-5.958, -4.586, 5.163], [-6.853, -1.788, 4.278], [-5.893, -2.904, 3.290], [-4.309, -2.836, 4.952]], "lowdin_charge": [-0.120, -0.238, -0.183, -0.204, -0.217, -0.192, -0.195, -0.224, -0.222, -0.323, -0.444, 1.156, -0.423, -0.199, -0.418, 0.047, 0.008, 0.059, 0.072, 0.027, 0.082, 0.091, 0.090, 0.112, 0.106, 0.084, 0.097, 0.087, 0.097, 0.091, 0.104, 0.090, 0.101, 0.080, 0.103, 0.098, 0.094, 0.039, -0.001, 0.038, -0.148, -0.186, -0.155, -0.165, 0.046, 0.016, 0.084, 0.108, 0.085, -0.084, -0.320, -0.098, 0.056, 0.073, 0.063, 0.107, 0.105, 0.060, -0.092, -0.314, -0.094, 0.082, 0.075, 0.047, 0.111, 0.109, 0.080, -0.100, -0.315, -0.098, 0.074, 0.074, 0.072, 0.101, 0.109, 0.077, -0.088, -0.319, -0.106, 0.075, 0.073, 0.070, 0.109, 0.106, 0.084, -0.098, -0.330, -0.097, 0.075, 0.072, 0.069, 0.120, 0.101, 0.084, -0.097, -0.321, -0.095, 0.072, 0.064, 0.072, 0.111, 0.109, 0.076, -0.097, -0.318, -0.096, 0.074, 0.071, 0.070, 0.114, 0.106, 0.084, -0.108, -0.339, -0.123, 0.069, 0.066, 0.065, 0.112, 0.091, 0.077]}



Question: Number 1 is which compound?
Answer: C30H80B5F20N5O10